The following is a DFT calculation (the ωB97M-V functional and the def2-TZVPD basis) of 2 unconnected molecules or ions with the total composition C26H53B2BrN4O5P in a non-equilibrium geometry.

Geometry as XYZ:
```
92
Properties=species:S:1:pos:R:3:forces:R:3
C -4.918352 0.745878 2.779163 5.5923 -2.9711 -3.4053
C -4.007564 0.103778 2.055664 -4.3215 4.3195 3.2245
C -2.848465 -0.438553 1.090380 -1.1381 -0.7586 2.4591
C -2.578602 0.286562 -0.335753 -0.0779 -0.8989 0.3484
B -3.918953 1.013493 -1.003232 -2.2522 1.0205 -0.7818
N -3.854821 1.837696 -2.287172 -0.2996 -2.3609 0.8445
O -5.284695 0.916234 -0.528794 2.3408 -1.7348 -0.6654
C -2.333565 -0.991930 -1.320331 0.6471 -1.3098 -1.1583
B -3.674680 -1.500176 -2.150821 -1.1770 -0.1836 -0.8628
N -4.751795 -2.302182 -1.502285 1.9575 -0.5787 -2.1230
O -3.860905 -1.187745 -3.587366 1.5209 -1.2786 1.8611
C -1.149592 -0.878583 -2.401451 -2.2758 -1.6213 0.2810
N 0.098510 -0.441477 -1.635465 0.0432 1.7573 -4.2191
N 0.678372 -1.350807 -0.812354 1.4268 -4.0411 1.0586
C 0.327173 -1.551133 0.577834 -0.3349 0.6403 3.5206
C 1.195126 -2.590772 -1.409881 1.8526 -2.7126 -3.2892
C 0.763579 -4.022427 -0.726958 -0.5349 0.5033 -0.4716
O 1.905226 -2.704879 -2.467344 -3.4956 1.9030 4.2278
C -0.004987 1.013693 -1.155130 1.2941 2.8994 -0.1269
C 1.434913 1.390290 -0.532046 1.3627 0.2970 1.3769
C 2.712304 1.366313 -1.511806 1.4002 -0.2043 0.6694
C 3.465983 -0.058470 -1.679570 0.6374 1.1273 -1.8611
C 5.082400 0.235007 -1.819545 -0.4541 -1.4562 -0.0028
C 5.776665 -0.308127 -0.461706 -0.1043 1.3499 -0.5649
C 7.171079 0.476048 -0.182462 -0.7544 -0.9254 0.4556
C 7.561750 0.174852 1.372654 -0.5920 0.1100 -1.0588
C -0.084101 1.947928 -2.520533 -1.4228 -0.8537 -0.4949
C 0.166054 3.505638 -2.343293 -1.0732 1.4827 -0.0725
C -1.184990 4.429169 -2.507133 0.6364 -0.1041 -0.1200
Br 1.350806 4.079138 -3.887878 -0.5280 -0.2902 0.8977
C -1.320552 1.373162 -0.309641 -2.1466 1.6406 -1.6079
P -1.068218 2.226454 1.379560 0.2355 0.5953 3.0578
C -0.286120 3.984438 1.188053 0.2466 1.0605 -0.3943
O -2.595785 2.785956 2.040491 1.2735 -0.3144 -3.5289
H -5.451623 1.448793 3.534352 1.0839 -1.9160 -1.8578
H -3.140522 -1.571125 1.002447 0.6325 2.1045 -0.3238
H -1.902658 -0.469269 1.779519 -1.6748 0.2340 -1.3918
H -3.273666 1.319855 -2.970974 -0.1263 0.7856 0.4319
H -4.802528 1.850830 -2.737049 1.0958 0.2055 0.8376
H -5.507819 -0.021511 -0.259341 0.3667 1.6105 0.1521
H -2.047825 -1.979487 -0.754142 -0.3821 2.0581 -0.4667
H -4.318511 -3.131099 -1.048152 -0.6069 0.9657 0.3097
H -5.308099 -2.714523 -2.288415 0.1967 0.6775 1.0394
H -3.197552 -1.736725 -4.088312 -1.0299 0.9399 0.4295
H -1.373804 -0.260135 -3.341194 0.6423 -0.3360 1.7911
H -1.036627 -1.964068 -2.830625 0.4962 1.9864 0.9681
H 0.782083 -0.349918 -2.440790 -0.2038 0.0004 1.0620
H -0.585042 -2.193639 0.852340 1.2386 0.9439 -0.7898
H 1.229937 -2.045901 1.134432 -1.5520 0.9799 -1.2740
H 0.184262 -0.540824 1.150635 0.2251 -1.6892 -1.2787
H 0.960971 -4.868899 -1.494005 0.0283 1.7700 1.2645
H -0.397401 -4.009688 -0.586453 2.1396 0.0442 0.1877
H 1.331174 -4.236421 0.250458 -1.1122 0.3781 -1.4940
H 1.487626 2.458878 -0.062209 -0.8852 -1.9672 -1.0446
H 1.759083 0.727031 0.377564 -0.9268 1.0012 -1.6956
H 2.589693 1.804479 -2.560305 -0.1647 -0.4660 1.5858
H 3.519728 2.049607 -1.003977 -1.7169 -1.0762 -0.7668
H 3.268371 -0.813877 -0.837190 0.2533 1.2186 -1.3887
H 3.161469 -0.452772 -2.737816 0.2538 0.1442 2.1931
H 5.318093 1.342181 -2.032176 -0.5223 -1.6505 0.5130
H 5.465138 -0.368104 -2.745608 -0.5293 1.1146 1.7555
H 5.036444 -0.051021 0.405517 1.3393 -0.5791 -1.3439
H 5.895693 -1.458425 -0.547753 -0.0778 1.9636 0.3446
H 6.997762 1.614237 -0.372267 0.4536 -2.0742 0.3360
H 7.949566 0.052665 -0.925510 -1.0804 0.9002 1.3028
H 7.364073 -0.957394 1.538447 0.6217 1.9407 -0.0651
H 6.806359 0.770391 2.030713 1.5841 -1.0347 -0.9852
H 8.656826 0.462426 1.571812 -1.8204 -0.5002 -0.0191
H 0.591421 1.564425 -3.367686 -0.8133 0.3938 1.4676
H -1.178955 1.834586 -2.916076 1.9897 0.3480 0.6343
H 0.689061 3.889478 -1.410170 -0.4465 -1.0614 -1.3166
H -0.899648 5.547743 -2.559961 -0.2607 -1.9039 0.1113
H -1.900809 4.315757 -1.601149 1.0659 -0.0906 -1.7167
H -1.666269 4.151656 -3.513960 0.4270 0.3895 1.7530
H -1.804600 2.291926 -0.862701 1.0544 -1.8851 0.3810
H -0.600083 4.496912 0.200412 0.7917 -0.6990 1.5056
H 0.873031 3.959189 1.337146 -2.1117 -0.0943 -0.6105
H -0.651922 4.705890 2.032640 0.3210 -1.7796 -1.3658
H -3.044963 3.239907 1.266418 0.2055 -0.4404 1.4929
C -2.160598 -2.756350 5.530141 -0.3177 -0.4111 0.1204
C -0.676069 -2.502192 5.652758 0.3237 0.3420 0.2718
C -0.192154 -2.768111 4.241679 0.2017 -0.2559 -0.2079
O -1.271281 -2.421066 3.361264 0.2215 -0.0457 -0.0230
C -2.456586 -2.227510 4.141960 -0.3648 0.3942 -0.0510
H -2.755095 -2.271483 6.306614 0.0443 -0.0295 -0.1128
H -2.357692 -3.833201 5.569840 -0.0284 0.1007 0.0277
H -0.500315 -1.453684 5.916281 0.0323 -0.1033 -0.0043
H -0.182428 -3.128826 6.397944 -0.0251 0.0516 -0.1026
H 0.034516 -3.829087 4.091543 0.0776 0.0041 0.0609
H 0.694972 -2.182593 3.985579 -0.0777 0.0038 -0.0750
H -2.670190 -1.153788 4.163136 -0.1220 -0.0634 0.0404
H -3.297212 -2.740582 3.668527 0.0876 0.0495 -0.0730
```
Positions in Å, forces in eV/Å.

Summary:
charge	+1
E	-4582.29455	a.u.
highest occupied orbital energy	-0.408	Ha